DFT (ωB97M-V/def2-TZVPD) results for C25H50N2P2Zr as an isolated structure at a distorted geometry.

Values from the calculation:
2S+1 = 1
Gap between HOMO and LUMO = 6.92 eV
F_max = 6.35 eV/Å
Net charge = +2

Geometry (Å):
C1 0.07 -2.75 -4.17
C2 1.12 -1.88 -3.89
C3 1.18 -1.19 -2.66
C4 0.17 -1.40 -1.69
C5 -0.92 -2.23 -2.03
C6 -0.93 -2.94 -3.23
C7 2.36 -0.28 -2.40
C8 2.20 1.23 -2.73
N1 0.94 1.86 -2.26
Zr1 0.11 0.09 0.03
C9 -2.11 -2.30 -1.10
P1 -2.32 -0.67 -0.25
H1 1.94 -1.72 -4.60
H2 -1.77 -3.63 -3.43
H3 0.05 -3.29 -5.12
H4 -2.00 -3.05 -0.30
H5 -3.06 -2.50 -1.63
H6 2.75 -0.39 -1.37
H7 3.19 -0.60 -3.06
H8 3.02 1.79 -2.25
C10 -3.61 -0.93 0.98
C11 -3.25 0.21 -1.56
H9 2.28 1.40 -3.83
C12 -0.18 1.84 -3.20
C13 1.10 3.14 -1.55
H10 -0.95 0.53 1.56
H11 0.00 2.54 -4.05
H12 -0.32 0.82 -3.58
H13 -1.10 2.15 -2.67
H14 1.31 3.98 -2.25
H15 0.17 3.37 -0.99
H16 1.93 3.06 -0.83
H17 -4.26 -0.21 -1.62
H18 -3.31 1.28 -1.31
H19 -2.75 0.11 -2.54
H20 -4.53 -1.36 0.55
H21 -3.23 -1.61 1.76
H22 -3.83 0.04 1.43
H23 -0.64 1.21 1.43
C14 4.78 -1.08 3.64
C15 3.75 -1.25 2.50
C16 4.39 -0.90 1.15
C17 3.30 -2.72 2.44
P2 2.25 -0.18 2.81
N2 1.37 -0.27 1.45
C18 1.05 -0.88 4.06
C19 1.80 -1.26 5.36
C20 -0.01 0.18 4.39
C21 0.35 -2.12 3.48
C22 2.73 1.61 3.16
C23 3.18 1.76 4.63
C24 3.89 2.04 2.24
C25 1.56 2.57 2.90
H24 5.59 -1.82 3.48
H25 4.35 -1.28 4.63
H26 5.24 -0.09 3.64
H27 5.07 -1.71 0.86
H28 3.63 -0.79 0.38
H29 4.99 0.02 1.19
H30 2.97 -3.11 3.41
H31 2.51 -2.86 1.69
H32 4.16 -3.33 2.12
H33 2.31 -0.40 5.81
H34 1.05 -1.62 6.08
H35 2.52 -2.07 5.20
H36 -0.50 0.57 3.49
H37 -0.79 -0.29 5.00
H38 0.40 1.02 4.97
H39 0.04 -1.97 2.44
H40 0.98 -3.02 3.52
H41 -0.56 -2.33 4.06
H42 3.97 1.04 4.91
H43 3.61 2.77 4.76
H44 2.35 1.68 5.34
H45 3.64 1.89 1.18
H46 4.06 3.12 2.39
H47 4.83 1.54 2.48
H48 1.14 2.43 1.89
H49 0.76 2.50 3.63
H50 1.96 3.60 2.95



DFT (ωB97M-V/def2-TZVPD) results for a 7-piece molecular cluster, C25H50NO32PS7 overall at a distorted geometry.

Values from the calculation:
2S+1 = 1
Gap between HOMO and LUMO = 9.18 eV
SMILES string = CCC(=O)OCC[C@@H]1OS(=O)(=O)C[C@H](CCCCN)[C@@H]1P(=O)(O)O.O=S1(=O)OCCO1.O=S1(=O)OCCO1.O=S1(=O)OCCO1.O=S1(=O)OCCO1.O=S1(=O)OCCO1.O=S1(=O)OCCO1
F_max = 4.35 eV/Å

Geometry (Å):
C1 -3.29 7.36 -3.41
C2 -1.83 6.85 -3.57
C3 -1.84 5.31 -3.69
O1 -2.84 4.74 -3.94
O2 -0.66 4.59 -3.54
C4 -0.38 4.32 -2.16
C5 -1.27 3.17 -1.58
C6 -0.57 1.77 -1.62
O3 -1.08 0.97 -2.68
S1 -0.49 -0.55 -2.70
O4 0.55 -0.65 -3.70
O5 -1.58 -1.40 -3.08
C7 0.22 -1.07 -1.12
C8 0.33 0.05 -0.02
C9 0.45 -0.52 1.41
C10 0.64 0.55 2.52
C11 1.67 1.67 2.18
C12 1.74 2.75 3.30
N1 2.65 2.31 4.39
C13 -0.80 1.11 -0.20
P1 -2.50 0.50 0.07
O6 -3.50 1.29 -0.67
O7 -2.70 -1.06 -0.34
O8 -2.91 0.62 1.66
H1 -3.77 7.34 -4.40
H2 -3.84 6.72 -2.70
H3 -3.30 8.42 -3.08
H4 -1.45 7.22 -4.54
H5 -1.17 7.17 -2.75
H6 0.69 4.06 -2.08
H7 -0.55 5.21 -1.53
H8 -2.23 3.05 -2.12
H9 -1.55 3.46 -0.56
H10 0.52 1.96 -1.68
H11 -0.38 -1.89 -0.69
H12 1.24 -1.47 -1.26
H13 1.28 0.58 -0.21
H14 -0.40 -1.18 1.69
H15 1.35 -1.17 1.43
H16 -0.31 0.97 2.89
H17 1.08 0.02 3.40
H18 1.34 2.17 1.24
H19 2.65 1.23 1.93
H20 2.07 3.70 2.82
H21 0.72 2.89 3.70
H22 2.04 1.84 5.06
H23 3.24 1.57 3.99
H24 -0.61 1.90 0.55
H25 -3.53 -1.14 -0.84
H26 -2.67 -0.26 2.02
C14 4.99 -5.24 -0.81
C15 3.66 -5.18 -1.52
O9 2.76 -4.58 -0.57
S2 3.58 -3.54 0.35
O10 3.38 -2.24 -0.18
O11 3.34 -3.85 1.71
O12 5.06 -4.02 -0.05
H27 5.03 -6.08 -0.11
H28 5.82 -5.30 -1.50
H29 3.30 -6.16 -1.82
H30 3.70 -4.52 -2.39
C16 4.97 -10.94 0.76
C17 4.39 -10.19 1.95
O13 4.64 -8.81 1.66
S3 4.58 -8.58 0.07
O14 3.29 -8.09 -0.27
O15 5.78 -7.93 -0.33
O16 4.67 -10.12 -0.37
H31 6.06 -11.02 0.84
H32 4.54 -11.93 0.65
H33 4.85 -10.47 2.89
H34 3.31 -10.33 2.02
C18 6.48 2.70 1.61
C19 7.62 1.75 1.94
O17 7.01 0.72 2.72
S4 5.49 0.51 2.24
O18 5.45 -0.59 1.35
O19 4.64 0.59 3.38
O20 5.35 1.86 1.39
H35 6.26 3.36 2.46
H36 6.69 3.31 0.73
H37 8.42 2.23 2.49
H38 8.02 1.29 1.03
C20 -7.27 2.63 2.11
C21 -6.67 4.02 2.19
O21 -5.62 3.91 3.15
S5 -4.98 2.43 3.07
O22 -3.81 2.48 2.27
O23 -4.97 1.88 4.38
O24 -6.15 1.74 2.22
H39 -7.94 2.44 2.96
H40 -7.80 2.46 1.19
H41 -7.40 4.77 2.49
H42 -6.23 4.31 1.23
C22 3.40 -0.44 -5.69
C23 3.63 1.03 -5.99
O25 4.96 1.30 -5.52
S6 5.86 -0.03 -5.70
O26 6.60 0.10 -6.91
O27 6.48 -0.32 -4.46
O28 4.66 -1.07 -5.96
H43 3.16 -0.59 -4.64
H44 2.62 -0.87 -6.31
H45 2.91 1.67 -5.49
H46 3.61 1.23 -7.06
C24 -10.45 -1.33 2.77
C25 -10.97 -0.59 3.99
O29 -10.75 0.79 3.69
S7 -10.91 1.02 2.10
O30 -12.22 1.49 1.84
O31 -9.74 1.69 1.64
O32 -10.82 -0.52 1.66
H47 -9.36 -1.41 2.79
H48 -10.87 -2.33 2.68
H49 -10.45 -0.87 4.90
H50 -12.04 -0.75 4.12



DFT (ωB97M-V/def2-TZVPD) results for C25H50O24S5Sb as an isolated structure.

Values from the calculation:
2S+1 = 1
Gap between HOMO and LUMO = 5.32 eV
F_max = 0.98 eV/Å
Net charge = -1

Geometry (Å):
C1 1.97 -0.91 2.75
C2 2.57 -0.37 1.85
Sb1 3.14 0.64 -0.06
C3 1.02 0.73 -0.68
C4 0.18 -0.52 -0.43
C5 -1.35 -0.20 -0.43
C6 -1.99 -0.66 0.88
C7 -3.51 -0.44 1.03
C8 -4.14 0.64 0.14
O1 -4.88 0.03 -0.91
C9 -4.75 0.69 -2.16
C10 2.87 2.58 1.02
C11 2.48 3.69 0.07
O2 1.34 4.47 0.57
C12 0.17 4.25 -0.05
C13 0.15 4.38 -1.56
O3 -0.83 3.99 0.56
C14 3.49 -1.30 -1.07
O4 4.56 -1.97 -0.39
C15 5.48 -2.56 -1.28
H1 1.42 -1.33 3.56
H2 3.58 1.57 -1.53
H3 4.83 0.61 0.46
H4 1.02 0.94 -1.76
H5 0.58 1.58 -0.17
H6 0.41 -0.96 0.54
H7 0.37 -1.24 -1.22
H8 -1.83 -0.66 -1.29
H9 -1.44 0.88 -0.49
H10 -1.80 -1.73 0.97
H11 -1.47 -0.19 1.72
H12 -3.71 -0.16 2.07
H13 -4.06 -1.36 0.84
H14 -3.42 1.36 -0.24
H15 -4.86 1.21 0.75
H16 -4.67 1.77 -2.06
H17 -3.90 0.28 -2.71
H18 -5.65 0.47 -2.74
H19 3.77 2.83 1.58
H20 2.06 2.43 1.72
H21 3.30 4.41 0.01
H22 2.30 3.33 -0.94
H23 0.04 3.38 -1.98
H24 1.08 4.80 -1.93
H25 -0.70 4.99 -1.85
H26 2.61 -1.95 -1.04
H27 3.77 -1.14 -2.12
H28 6.19 -3.12 -0.67
H29 6.02 -1.79 -1.84
H30 4.99 -3.25 -1.96
C16 -1.66 -4.37 5.19
C17 -1.91 -3.52 6.42
O5 -0.62 -3.38 7.03
S1 0.50 -3.34 5.88
O6 0.82 -1.99 5.59
O7 1.51 -4.28 6.21
O8 -0.40 -3.90 4.69
H31 -1.56 -5.43 5.45
H32 -2.42 -4.25 4.43
H33 -2.60 -3.98 7.11
H34 -2.28 -2.53 6.15
C18 4.49 7.66 0.10
C19 3.14 7.55 -0.57
O9 3.00 8.80 -1.27
S2 4.42 9.30 -1.78
O10 4.61 8.93 -3.14
O11 4.59 10.65 -1.36
O12 5.31 8.34 -0.87
H35 4.45 8.28 1.00
H36 4.92 6.70 0.34
H37 2.33 7.42 0.14
H38 3.12 6.73 -1.29
C20 9.32 -2.02 -5.13
C21 9.93 -2.82 -4.01
O13 8.82 -3.49 -3.41
S3 7.72 -3.84 -4.53
O14 7.90 -5.18 -4.95
O15 6.48 -3.34 -4.09
O16 8.31 -2.88 -5.67
H39 8.85 -1.11 -4.77
H40 10.04 -1.77 -5.91
H41 10.43 -2.21 -3.26
H42 10.63 -3.58 -4.38
C22 -6.90 -2.77 5.61
C23 -7.55 -2.81 6.98
O17 -6.85 -3.86 7.66
S4 -5.33 -3.89 7.19
O18 -4.54 -3.17 8.12
O19 -4.99 -5.21 6.80
O20 -5.51 -2.98 5.88
H43 -7.26 -3.57 4.96
H44 -7.02 -1.81 5.11
H45 -8.61 -3.05 6.93
H46 -7.41 -1.88 7.52
C24 -7.66 -1.76 -6.81
C25 -8.10 -0.92 -5.63
O21 -7.38 -1.47 -4.52
S5 -5.94 -1.99 -5.01
O22 -4.97 -1.00 -4.75
O23 -5.78 -3.33 -4.56
O24 -6.26 -1.99 -6.58
H47 -8.17 -2.73 -6.83
H48 -7.79 -1.26 -7.76
H49 -9.17 -0.99 -5.44
H50 -7.81 0.12 -5.75



DFT (ωB97M-V/def2-TZVPD) results for C25H51As2N2OsSb as an isolated structure at a distorted geometry.

Values from the calculation:
2S+1 = 1
Gap between HOMO and LUMO (spin up / spin down) = 5.63 / 5.64 eV
F_max = 1.55 eV/Å
Net charge = +4

Geometry (Å):
Os1 0.63 -0.39 0.11
C1 3.14 2.30 0.29
As1 1.80 1.53 -0.85
C2 2.66 1.14 -2.52
C3 -0.26 0.46 1.56
C4 0.49 0.34 2.77
C5 -0.04 0.79 3.95
C6 -1.34 1.35 3.95
C7 -2.08 1.48 2.78
C8 -1.57 1.03 1.57
As2 -2.41 1.23 -0.17
C9 -4.18 0.49 0.17
C10 -1.51 -0.41 -0.83
H1 3.51 3.21 -0.18
H2 3.96 1.58 0.35
H3 2.76 2.51 1.28
H4 3.14 2.06 -2.88
H5 1.94 0.78 -3.26
H6 3.42 0.38 -2.36
H7 1.49 -0.09 2.77
H8 0.50 0.71 4.88
H9 -1.76 1.69 4.88
H10 -3.07 1.92 2.83
H11 -4.76 1.24 0.70
H12 -4.13 -0.43 0.75
H13 -4.66 0.31 -0.79
H14 -0.39 -0.26 -1.28
H15 -1.85 -0.63 -1.85
H16 -1.71 -1.30 -0.23
C11 -1.55 4.58 -3.59
C12 -0.27 5.08 -2.94
N1 -0.29 5.00 -1.46
C13 -0.93 6.16 -0.76
C14 -2.36 5.89 -0.34
C15 0.21 4.01 -0.79
C16 0.31 4.04 0.70
N2 0.71 2.91 -1.44
H17 -1.43 4.60 -4.67
H18 -2.39 5.23 -3.35
H19 -1.79 3.56 -3.28
H20 -0.08 6.13 -3.18
H21 0.61 4.55 -3.31
H22 -0.89 6.99 -1.47
H23 -0.29 6.44 0.08
H24 -2.44 5.07 0.38
H25 -2.76 6.79 0.13
H26 -2.99 5.66 -1.19
H27 1.19 4.62 0.99
H28 0.39 3.04 1.11
H29 -0.56 4.52 1.14
H30 0.57 2.89 -2.44
C17 -0.56 -6.05 -0.21
C18 -0.92 -4.60 -0.54
C19 -0.93 -4.30 -2.03
Sb1 0.51 -3.37 0.52
C20 2.49 -3.36 -0.32
C21 2.36 -2.43 -1.51
C22 3.11 -4.71 -0.65
C23 0.54 -3.71 2.67
C24 1.52 -4.86 2.94
C25 -0.88 -3.98 3.16
H31 -1.33 -6.69 -0.63
H32 -0.54 -6.25 0.86
H33 0.39 -6.35 -0.65
H34 -1.87 -4.33 -0.08
H35 0.02 -4.55 -2.50
H36 -1.19 -3.27 -2.26
H37 -1.69 -4.93 -2.51
H38 3.06 -2.87 0.48
H39 1.95 -2.91 -2.40
H40 3.30 -1.95 -1.79
H41 1.57 -1.73 -1.19
H42 2.58 -5.22 -1.45
H43 3.15 -5.37 0.22
H44 4.14 -4.57 -0.98
H45 0.93 -2.78 3.08
H46 1.18 -5.80 2.51
H47 1.57 -5.00 4.02
H48 2.53 -4.64 2.59
H49 -1.30 -4.89 2.73
H50 -1.56 -3.15 2.96
H51 -0.85 -4.13 4.24



DFT (ωB97M-V/def2-TZVPD) results for a 3-piece molecular cluster, C25H51N3O6 overall at a distorted geometry.

Values from the calculation:
2S+1 = 1
Gap between HOMO and LUMO = 9.70 eV
SMILES string = CCCCCCC[C@]1(CCCCCN)OC(=O)C[C@H]1OC[C@H](C)O.CNC(C)=O.CNC(C)=O
F_max = 9.52 eV/Å

Geometry (Å):
C1 6.74 0.69 1.16
C2 5.70 0.10 0.01
C3 5.35 -1.51 0.28
C4 3.83 -1.88 -0.23
C5 3.39 -3.45 0.11
C6 1.98 -3.87 -0.66
C7 0.85 -4.51 0.38
C8 -0.19 -3.29 0.72
C9 -1.17 -3.21 -0.59
C10 -1.46 -1.70 -1.16
C11 -3.07 -1.29 -1.16
C12 -3.57 -0.77 -2.64
C13 -3.08 0.76 -3.01
N1 -2.84 1.64 -1.80
O1 0.62 -2.13 1.12
C14 0.90 -2.34 2.58
O2 1.79 -1.67 3.36
C15 -0.10 -3.55 3.17
C16 -1.24 -3.40 1.97
O3 -1.63 -1.97 2.16
C17 -2.98 -1.86 2.74
C18 -3.37 -0.24 2.70
C19 -2.90 0.58 4.04
O4 -4.77 -0.05 2.31
H1 6.26 1.50 1.86
H2 7.65 1.16 0.60
H3 7.19 -0.20 1.83
H4 4.73 0.78 0.10
H5 6.24 0.24 -1.03
H6 5.52 -1.76 1.43
H7 6.19 -2.11 -0.30
H8 3.75 -1.66 -1.39
H9 3.08 -1.18 0.35
H10 4.20 -4.22 -0.22
H11 3.28 -3.48 1.30
H12 2.20 -4.64 -1.53
H13 1.55 -2.90 -1.21
H14 1.46 -4.91 1.30
H15 0.35 -5.43 -0.18
H16 -2.22 -3.72 -0.34
H17 -0.70 -3.89 -1.44
H18 -0.83 -0.85 -0.64
H19 -1.13 -1.71 -2.31
H20 -3.74 -2.24 -0.90
H21 -3.27 -0.50 -0.31
H22 -4.76 -0.75 -2.62
H23 -3.29 -1.52 -3.52
H24 -3.99 1.26 -3.60
H25 -2.17 0.78 -3.78
H26 -1.89 1.51 -1.39
H27 -3.59 1.52 -1.08
H28 -0.55 -3.39 4.25
H29 0.35 -4.65 3.17
H30 -2.10 -4.20 1.93
H31 -2.94 -2.20 3.88
H32 -3.70 -2.52 2.11
H33 -2.72 0.20 1.80
H34 -2.59 1.71 3.84
H35 -1.92 0.05 4.44
H36 -3.72 0.52 4.88
H37 -4.85 -0.55 1.42
C20 -0.04 2.24 1.27
C21 -0.44 3.30 2.26
O5 -1.62 3.58 2.47
N2 0.54 3.95 2.94
C22 1.97 3.78 2.84
H38 -0.94 1.82 0.81
H39 0.57 2.69 0.48
H40 0.51 1.44 1.77
H41 0.19 4.65 3.59
H42 2.35 3.50 3.83
H43 2.41 4.73 2.54
H44 2.25 3.01 2.11
C23 -0.60 4.73 -6.18
C24 -1.48 3.75 -5.47
O6 -1.99 2.79 -6.04
N3 -1.73 3.95 -4.14
C25 -1.23 5.00 -3.29
H45 -0.50 4.44 -7.23
H46 -1.03 5.73 -6.14
H47 0.40 4.73 -5.73
H48 -2.33 3.25 -3.74
H49 -0.67 4.54 -2.47
H50 -2.09 5.54 -2.88
H51 -0.59 5.71 -3.82